{"formula": "C18H62Cd2N4O13", "method": "the ωB97M-V functional and the def2-TZVPD basis", "homo_ha": -0.4539, "gap_ev": 1.23, "e_lumo_ev": -11.12, "total_charge": 2, "multiplicity": 1, "species": ["Cd", "Cd", "O", "C", "C", "O", "H", "H", "H", "H", "C", "C", "C", "O", "C", "N", "H", "H", "H", "H", "H", "H", "H", "H", "H", "H", "H", "C", "C", "C", "O", "C", "N", "H", "H", "H", "H", "H", "H", "H", "H", "H", "H", "H", "C", "C", "C", "O", "C", "N", "H", "H", "H", "H", "H", "H", "H", "H", "H", "H", "H", "C", "C", "C", "O", "C", "N", "H", "H", "H", "H", "H", "H", "H", "H", "H", "H", "H", "O", "H", "H", "O", "H", "H", "O", "H", "H", "O", "H", "H", "O", "H", "H", "O", "H", "H", "O", "H", "H"], "coordinates": [[3.990104, -1.226926, 7.528049], [6.336504, -0.603386, 1.522629], [3.164864, 0.280174, 3.272999], [2.035104, 0.903764, 2.603409], [2.066994, 1.068304, 1.005459], [3.286554, 0.964684, 0.323119], [1.938454, 1.924244, 2.974059], [1.134154, 0.487114, 3.053739], [1.428904, 1.848784, 0.590959], [1.506554, 0.159944, 0.784339], [3.184244, -4.478666, -5.789731], [4.511754, -4.870276, -5.161211], [5.004364, -6.190736, -5.675451], [5.049634, -6.254016, -7.080891], [5.813184, -7.376496, -7.509291], [5.498324, -3.787116, -5.308491], [2.411954, -5.217286, -5.575011], [3.236224, -4.303096, -6.864241], [2.815404, -3.531856, -5.395261], [4.461124, -5.063826, -4.089721], [4.293674, -6.969676, -5.399271], [5.864414, -6.491146, -5.076981], [6.843924, -7.332306, -7.157541], [5.774614, -7.420576, -8.597711], [5.251684, -8.230176, -7.129751], [5.813154, -3.858496, -6.265511], [5.099884, -2.859036, -5.312451], [-5.316116, -4.148466, 4.050049], [-4.859746, -2.687116, 3.873739], [-6.023806, -1.806416, 3.170919], [-5.639596, -0.453446, 3.011489], [-6.549476, 0.409154, 2.384819], [-4.555176, -2.012456, 5.117019], [-6.153876, -4.245336, 4.740619], [-4.504636, -4.757116, 4.448969], [-5.634166, -4.583246, 3.102469], [-3.972406, -2.619626, 3.244309], [-6.907666, -1.963686, 3.789099], [-6.220746, -2.289816, 2.214029], [-6.155256, 1.413814, 2.537589], [-7.595766, 0.268524, 2.656129], [-6.572796, 0.252824, 1.306339], [-4.491066, -1.024686, 4.916259], [-5.461616, -1.989986, 5.561929], [-2.027486, 8.566714, 4.318499], [-2.399616, 7.398604, 3.481869], [-1.271946, 6.937794, 2.514969], [-1.175456, 7.891894, 1.473039], [-0.477466, 7.506794, 0.289499], [-2.853596, 6.349734, 4.391629], [-1.311266, 8.401924, 5.123459], [-2.930476, 8.930224, 4.808989], [-1.662216, 9.403244, 3.722749], [-3.239516, 7.681574, 2.847369], [-1.491746, 5.946224, 2.119269], [-0.326606, 6.819454, 3.044539], [0.551954, 7.266314, 0.555149], [-0.369286, 8.381064, -0.352421], [-0.959296, 6.692564, -0.251761], [-3.061966, 5.525704, 3.846069], [-3.734556, 6.777564, 4.638519], [-4.792816, -1.342746, -3.702291], [-3.301996, -0.855226, -3.681261], [-3.173146, 0.673024, -3.900171], [-3.594436, 1.056604, -5.206681], [-2.606366, 0.938634, -6.156991], [-2.906716, -1.152346, -2.347061], [-5.449606, -0.721206, -3.093671], [-4.922196, -2.365876, -3.349361], [-5.179046, -1.209396, -4.712811], [-2.598846, -1.322906, -4.370421], [-2.227636, 1.193524, -3.747821], [-3.858766, 1.211434, -3.245841], [-2.897266, 1.642094, -6.937131], [-2.540546, -0.035366, -6.641861], [-1.582016, 1.212684, -5.904631], [-3.494266, -0.567966, -1.769671], [-2.025446, -0.659096, -2.360301], [8.240564, 2.604284, 1.663499], [7.810244, 3.398384, 1.346539], [9.127514, 2.885394, 1.888329], [5.941314, 5.120264, -1.364371], [5.488544, 4.286004, -1.487811], [5.536194, 5.709614, -2.000591], [0.476824, -3.038236, 6.801619], [0.496574, -3.525326, 5.977859], [-0.419266, -2.707436, 6.863399], [3.813114, 1.738864, -5.151221], [3.873854, 2.690894, -5.229821], [3.596744, 1.587334, -4.231191], [5.133994, -4.087296, 1.362919], [4.332534, -4.424646, 1.763019], [5.575344, -4.863616, 1.018299], [0.747014, -4.926926, 2.962909], [0.789774, -5.835646, 2.665189], [0.241604, -4.476266, 2.286379], [1.534214, 1.206174, 8.820799], [0.962974, 1.015074, 9.564709], [1.390194, 2.135054, 8.640029]], "forces_ev_per_angstrom": [[-0.31, 0.09, -0.05], [-0.38, 0.15, 0.11], [-3.80, 2.51, -3.33], [3.69, -3.46, 4.06], [4.17, 0.57, -3.37], [-3.88, 0.20, 3.07], [0.65, 1.14, -0.68], [-0.35, -0.52, -0.67], [0.13, 0.54, 0.44], [-0.17, -1.16, 0.50], [-0.66, 0.36, 0.28], [-0.02, 0.70, 0.16], [-0.86, -0.78, 0.04], [1.39, 0.88, 0.04], [-1.03, 0.10, -0.15], [0.19, -0.57, -0.93], [0.00, -0.15, -0.14], [0.30, -0.41, -0.03], [0.06, 0.08, 0.31], [-0.67, 0.20, 0.24], [-0.56, 0.00, 0.46], [0.97, 0.18, -0.75], [-0.02, -0.11, 0.08], [0.11, 0.17, 0.09], [0.54, -0.60, 0.05], [0.69, -0.13, -0.31], [-0.44, 0.09, 0.57], [0.26, 0.57, -0.02], [-1.23, 1.28, -1.15], [1.10, -1.55, -0.26], [0.38, -0.90, 0.86], [-0.01, -0.03, -0.90], [-0.42, -0.16, 0.53], [-0.05, 0.20, 0.07], [0.04, 0.07, -0.02], [0.08, 0.08, -0.07], [0.00, -0.19, -0.21], [-0.29, 0.45, 0.19], [-0.15, 0.16, -0.40], [-0.46, 0.02, 0.24], [0.04, 0.20, 0.74], [0.27, -0.18, -0.35], [0.67, 0.36, -0.32], [-0.19, -0.38, 1.02], [0.01, 1.56, 0.35], [1.04, -0.58, -1.08], [-0.41, 0.20, 0.20], [-0.19, 0.07, -0.37], [0.39, 0.46, 0.98], [0.23, 0.08, -0.24], [0.13, -0.51, -0.20], [-0.09, 0.11, 0.12], [0.02, -0.04, -0.14], [0.10, 0.25, -0.41], [-0.36, -0.26, -0.26], [0.31, 0.23, 0.20], [0.19, -0.51, -0.02], [-0.49, 0.02, 0.05], [-0.08, -0.12, 0.06], [-0.30, -0.25, -0.02], [-0.47, -0.75, 0.79], [0.54, 0.72, -1.65], [-1.90, 0.21, 0.08], [-1.57, 0.75, -1.12], [-0.04, -0.24, 1.28], [0.26, 0.45, -2.11], [1.62, 0.49, 0.61], [0.35, 0.29, 0.30], [0.38, 0.02, -0.25], [-0.19, -0.38, -0.05], [-0.44, -0.47, -0.22], [0.73, -0.83, 0.32], [-0.28, -0.28, 0.31], [0.09, -0.07, -0.26], [-0.20, -0.39, 0.16], [0.03, 0.14, 0.82], [-0.27, -0.11, 0.59], [0.89, -0.27, 1.18], [-0.32, -0.49, 0.04], [-0.14, 0.28, -0.15], [0.30, 0.02, 0.07], [0.14, -0.10, 0.26], [-0.09, -0.19, -0.07], [-0.04, 0.26, -0.17], [0.45, 0.21, 0.12], [-0.01, -0.26, -0.26], [-0.30, 0.09, 0.10], [0.02, -0.21, -0.05], [0.04, 0.27, -0.15], [-0.07, -0.07, 0.20], [0.14, 0.51, 0.02], [-0.29, -0.06, 0.15], [0.21, -0.21, -0.14], [0.25, 0.25, 0.19], [-0.03, -0.32, -0.01], [-0.20, 0.09, -0.16], [0.32, -0.32, -0.25], [-0.17, -0.10, 0.24], [0.00, 0.28, -0.06]]}

---

{"formula": "C4H8O2S", "method": "the ωB97M-V functional and the def2-TZVPD basis", "smiles": "CO[C@@](C)(S)C=O", "homo_ha": -0.3477, "gap_ev": 9.90, "e_lumo_ev": 0.44, "total_charge": 0, "multiplicity": 1, "species": ["C", "O", "C", "C", "S", "C", "O", "H", "H", "H", "H", "H", "H", "H", "H"], "coordinates": [[-1.063017, 1.133988, -1.368157], [-0.884492, 0.782206, 0.017547], [0.216732, -0.538136, 0.342656], [-0.106714, -1.161643, 1.640874], [0.148854, -1.578867, -1.003110], [1.318021, 0.501806, 0.391697], [1.836395, 0.933007, -0.654775], [-0.137721, 1.537061, -1.628154], [-1.750348, 1.933532, -1.473172], [-1.394075, 0.278956, -2.034309], [0.802639, -1.390503, 2.104401], [-0.711549, -0.450760, 2.264417], [-0.830996, -2.013586, 1.755855], [0.927157, -0.822357, -1.744036], [1.629114, 0.855297, 1.388268]], "forces_ev_per_angstrom": [[0.05, -2.17, 0.93], [-0.02, -1.66, 0.81], [-1.72, 2.89, -1.05], [-3.42, 0.63, 1.27], [0.06, -1.59, -0.37], [1.16, 0.50, -2.96], [-0.86, -1.06, 2.68], [1.69, 0.50, -1.37], [-1.06, 0.62, 0.49], [0.46, 0.90, 0.83], [1.29, -0.47, 1.01], [1.10, 0.06, -0.38], [1.04, 0.31, -1.18], [0.48, 0.43, -0.62], [-0.24, 0.13, -0.10]]}

---

{"formula": "C4H6N2O2", "method": "the ωB97M-V functional and the def2-TZVPD basis", "smiles": "Nc1coc(N)c1O", "homo_ha": -0.2665, "gap_ev": 7.87, "e_lumo_ev": 0.61, "total_charge": 0, "multiplicity": 1, "species": ["N", "C", "C", "O", "C", "N", "C", "O", "H", "H", "H", "H", "H", "H"], "coordinates": [[-0.368878, 1.615958, 1.818594], [0.204434, 0.699305, 0.886056], [1.406587, 0.117488, 0.870545], [1.459547, -0.670547, -0.275426], [0.222429, -0.752863, -0.826096], [-0.048100, -1.487545, -1.893900], [-0.578774, 0.080925, -0.118648], [-1.854700, 0.423761, -0.486962], [0.354548, 2.037083, 2.411736], [-1.111000, 2.164885, 1.446861], [2.329869, 0.131626, 1.495893], [-1.150946, -1.982781, -1.783855], [0.704472, -2.356612, -1.930615], [-2.574932, 0.212066, 0.115085]], "forces_ev_per_angstrom": [[1.80, -1.60, 0.10], [-1.56, 1.16, 1.94], [1.63, 0.08, -0.25], [0.30, -1.61, -0.31], [0.34, 2.53, 3.33], [-1.52, -6.53, -2.12], [-0.59, 0.12, -0.51], [-0.41, 0.36, -0.67], [-1.04, 0.21, -0.56], [-0.05, 0.65, -0.08], [-1.13, 0.17, -0.87], [4.38, 1.96, -0.42], [-2.64, 2.77, -0.01], [0.49, -0.26, 0.42]]}

---

{"formula": "C26H48ClMoP", "method": "the ωB97M-V functional and the def2-TZVPD basis", "homo_ha": [-0.2728, -0.2717], "gap_ev": [7.39, 6.00], "e_lumo_ev": [-0.03, -1.39], "s2": 2.07, "total_charge": 0, "multiplicity": 3, "species": ["Mo", "P", "Cl", "C", "H", "H", "C", "C", "C", "H", "C", "H", "H", "C", "H", "H", "C", "H", "H", "C", "H", "H", "H", "H", "C", "C", "H", "C", "H", "H", "C", "H", "H", "C", "H", "H", "C", "H", "H", "H", "H", "C", "H", "C", "H", "H", "C", "H", "H", "C", "H", "H", "C", "H", "H", "H", "H", "C", "C", "H", "C", "H", "C", "H", "H", "C", "H", "H", "C", "H", "H", "H", "H", "C", "H", "H", "H"], "coordinates": [[1.679267, 0.276072, 1.594656], [-0.439802, -0.150011, 0.026617], [0.293688, 1.639092, 3.024220], [2.569424, -0.363184, 3.486867], [2.015726, -0.111484, 4.392459], [2.978481, -1.380933, 3.449567], [-1.342729, 1.352773, -0.641933], [-1.654405, -1.256797, 0.908307], [-2.116337, 2.097580, 0.453664], [-0.499338, 1.992881, -0.956048], [-2.648890, 3.447961, -0.059008], [-2.964860, 1.482144, 0.793993], [-1.472470, 2.260558, 1.330661], [-3.456824, 3.320443, -1.356858], [-3.269352, 3.909048, 0.719341], [-1.796834, 4.119882, -0.230091], [-2.735511, 2.478637, -2.414162], [-4.427321, 2.858256, -1.131434], [-3.668579, 4.317975, -1.760773], [-2.250280, 1.131205, -1.863570], [-3.397026, 2.306297, -3.271643], [-1.868384, 3.039480, -2.788585], [-3.120303, 0.522466, -1.571008], [-1.731272, 0.583627, -2.659193], [0.122435, -1.137954, -1.476706], [-3.076487, -1.338908, 0.331317], [-1.175381, -2.246201, 0.787430], [-3.809769, -2.512145, 0.993752], [-3.618500, -0.402084, 0.534249], [-3.073876, -1.475476, -0.758104], [-3.854731, -2.387453, 2.523077], [-4.827250, -2.586276, 0.592217], [-3.289354, -3.443215, 0.728991], [-2.484540, -2.085168, 3.137765], [-4.549948, -1.581367, 2.791494], [-4.259589, -3.308279, 2.957322], [-1.746457, -0.954354, 2.406219], [-2.597089, -1.823065, 4.196059], [-1.859981, -2.987332, 3.095319], [-2.281900, -0.004615, 2.560374], [-0.755329, -0.806707, 2.857523], [0.829051, -0.252684, -2.512732], [0.884106, -1.815992, -1.059540], [1.452686, -1.107836, -3.627635], [0.116533, 0.454741, -2.961074], [1.602102, 0.360722, -2.026627], [0.464898, -2.100985, -4.257258], [1.857923, -0.448357, -4.404740], [2.302068, -1.665654, -3.208743], [-0.322273, -2.907634, -3.219082], [-0.238776, -1.552710, -4.898810], [1.009834, -2.788924, -4.914269], [-0.947070, -2.029219, -2.127949], [-1.107593, -3.489817, -3.716173], [0.352066, -3.629157, -2.737208], [-1.742898, -1.410210, -2.570413], [-1.422064, -2.675034, -1.376997], [2.161076, 1.603095, 0.285039], [3.335549, 0.705947, 2.847417], [1.439635, 1.900308, -0.493153], [4.772484, 0.447161, 2.404148], [3.188052, 1.721067, 3.246066], [5.419099, 1.536829, 1.526654], [5.391577, 0.364623, 3.314741], [4.841196, -0.527204, 1.903653], [4.730971, 1.745661, 0.175438], [5.461899, 2.485154, 2.083253], [6.459230, 1.244806, 1.336124], [3.372811, 2.478378, 0.292425], [5.389106, 2.364233, -0.449995], [4.608558, 0.790544, -0.358081], [3.355340, 3.117793, 1.192566], [3.295874, 3.165620, -0.566369], [2.453407, -1.483791, 0.897206], [3.263857, -1.880669, 1.519331], [2.810654, -1.306729, -0.128477], [1.620712, -2.207443, 0.856920]], "forces_ev_per_angstrom": [[-4.02, 2.58, -2.92], [-0.09, -0.08, -0.39], [-0.32, 0.25, 0.53], [2.83, 1.67, 0.34], [-0.42, 0.03, -0.62], [-0.23, 0.45, -0.13], [0.23, -0.31, 0.00], [0.14, 0.19, -0.37], [-0.01, 0.20, 0.28], [-0.25, -0.03, 0.02], [0.10, -0.11, -0.07], [0.21, 0.15, -0.14], [-0.22, -0.04, -0.28], [-0.03, -0.10, 0.09], [0.15, -0.03, -0.12], [-0.07, -0.08, 0.04], [0.04, 0.04, 0.05], [0.09, 0.01, -0.02], [-0.02, -0.15, 0.07], [-0.14, -0.03, -0.05], [0.10, 0.05, 0.09], [-0.05, -0.06, 0.02], [0.21, 0.20, -0.08], [-0.23, 0.21, 0.24], [-0.35, 0.02, 0.36], [-0.09, -0.23, -0.06], [-0.11, 0.12, 0.08], [0.00, -0.02, 0.08], [0.17, -0.26, -0.01], [-0.01, 0.03, 0.35], [-0.08, 0.15, -0.04], [0.12, -0.04, 0.08], [-0.06, 0.08, -0.04], [0.09, 0.00, -0.15], [0.06, -0.04, -0.04], [0.00, 0.12, -0.04], [-0.07, -0.08, 0.31], [0.02, -0.07, -0.13], [-0.05, 0.05, 0.01], [0.19, -0.16, -0.06], [-0.27, -0.09, -0.12], [0.03, 0.08, -0.16], [-0.17, 0.17, -0.06], [0.06, -0.08, 0.14], [0.17, -0.18, 0.06], [-0.12, -0.25, -0.11], [-0.09, 0.15, -0.01], [-0.01, -0.13, 0.11], [-0.10, 0.07, -0.02], [0.12, -0.02, 0.09], [0.03, -0.02, 0.11], [-0.09, 0.12, 0.04], [-0.04, 0.02, -0.24], [0.13, 0.04, 0.07], [-0.05, 0.07, -0.05], [0.20, -0.22, 0.10], [0.13, 0.13, -0.19], [0.09, -0.53, 0.97], [1.57, -1.27, 3.25], [0.03, -0.34, 0.47], [0.07, 0.16, -0.40], [-0.30, -0.31, -0.25], [-0.11, -0.48, -0.09], [-0.32, -0.04, -0.09], [0.02, 0.17, 0.03], [0.08, 0.46, 0.13], [-0.09, -0.15, -0.15], [-0.09, 0.00, 0.14], [0.41, 0.32, -0.48], [-0.05, -0.12, 0.12], [-0.04, 0.19, 0.21], [0.15, -0.15, -0.22], [0.01, -0.08, 0.23], [0.61, -1.46, -0.81], [-0.14, -0.23, -0.37], [0.01, -0.43, 0.22], [0.31, -0.23, 0.06]]}

---

Number 1: calculated total energy -61346.752 eV, strongest force on any atom 6.5 eV/Å. Number 2: calculated total energy -19205.395 eV, strongest force on any atom 3.7 eV/Å. Number 3: calculated total energy -11318.159 eV, strongest force on any atom 7.0 eV/Å. Number 4: calculated total energy -51405.861 eV, strongest force on any atom 5.6 eV/Å.